This record from the OMol25 dataset describes a 2-piece molecular cluster, C32H24Cl3O4PS2 overall at a distorted geometry. The level of theory is wB97M-V/def2-TZVPD.

SMILES: C=C(S(=O)(=O)c1ccccc1)S(=O)(=O)c1ccccc1.Clc1ccc(P(c2ccc(Cl)cc2)c2ccc(Cl)cc2)cc1
Frontier orbital gap: 7.86 eV

```
! wB97M-V def2-TZVPD RIJCOSX def2/J DEFGRID3
* xyz 0 1
C -1.38 -1.51 -0.23
C -2.50 -1.12 -0.86
S -2.71 0.63 -1.14
O -1.42 1.16 -1.55
O -3.91 0.86 -1.91
C -3.02 1.21 0.53
C -4.34 1.40 0.97
C -4.57 1.77 2.29
C -3.50 1.92 3.17
C -2.19 1.75 2.73
C -1.94 1.38 1.40
S -3.77 -2.26 -1.51
O -3.49 -3.52 -0.85
O -3.75 -2.14 -2.94
C -5.42 -1.72 -0.96
C -6.30 -1.15 -1.87
C -7.54 -0.68 -1.44
C -7.90 -0.80 -0.10
C -7.06 -1.47 0.79
C -5.84 -1.97 0.35
H -0.77 -0.75 0.22
H -1.15 -2.56 -0.11
H -5.16 1.21 0.28
H -5.59 1.94 2.62
H -3.68 2.17 4.21
H -1.34 1.88 3.39
H -0.93 1.20 1.04
H -6.00 -1.06 -2.92
H -8.21 -0.21 -2.16
H -8.85 -0.38 0.25
H -7.36 -1.61 1.83
H -5.20 -2.55 1.02
Cl 8.69 2.58 -2.43
C 7.12 2.34 -1.77
C 5.98 2.69 -2.51
C 4.71 2.35 -2.04
C 4.55 1.68 -0.82
P 2.82 1.19 -0.39
C 2.73 -0.39 -1.32
C 1.43 -0.89 -1.46
C 1.20 -2.15 -2.00
C 2.31 -2.87 -2.48
Cl 2.09 -4.49 -2.99
C 3.59 -2.30 -2.54
C 3.80 -1.05 -1.94
C 3.19 0.62 1.31
C 3.30 1.66 2.26
C 3.63 1.38 3.58
C 3.88 0.05 3.95
Cl 4.45 -0.29 5.54
C 3.75 -0.99 3.02
C 3.40 -0.70 1.70
C 5.69 1.43 -0.04
C 6.97 1.76 -0.51
H 6.11 3.21 -3.45
H 3.83 2.59 -2.63
H 0.59 -0.28 -1.14
H 0.21 -2.58 -2.05
H 4.41 -2.81 -3.03
H 4.80 -0.62 -1.95
H 3.13 2.69 1.95
H 3.71 2.17 4.32
H 3.93 -2.02 3.33
H 3.31 -1.51 0.98
H 5.60 0.96 0.93
H 7.85 1.54 0.09
*
```

This record from the OMol25 dataset describes one molecule with the formula ClIS at a distorted geometry. The level of theory is wB97M-V/def2-TZVPD.

Frontier orbital gap (alpha / beta): 10.02 / 6.12 eV

```
! wB97M-V def2-TZVPD RIJCOSX def2/J DEFGRID3
* xyz 0 3
S -2.11 0.55 0.00
Cl -0.43 -0.24 0.00
I 2.54 -0.31 0.00
*
```

This record from the OMol25 dataset describes a 2-piece molecular cluster, C3H7F2N overall at a distorted geometry. The level of theory is wB97M-V/def2-TZVPD.

Frontier orbital gap (alpha / beta): 8.73 / 8.73 eV

```
! wB97M-V def2-TZVPD RIJCOSX def2/J DEFGRID3
* xyz 0 1
C -0.54 -1.24 -0.36
C -0.69 1.16 -0.32
C 1.35 0.02 0.22
N 0.16 0.01 -0.47
F 2.08 1.15 0.08
F 2.00 -1.11 0.32
H -1.14 -1.33 -1.15
H 0.24 -2.00 -0.37
H -0.96 -1.36 0.70
H -0.77 1.45 0.78
H -0.34 2.10 -0.69
H -1.55 0.90 -0.77
H 0.16 0.26 2.03
*
```

This record from the OMol25 dataset describes one molecule with the formula C4H4N2 at a distorted geometry. The level of theory is wB97M-V/def2-TZVPD.

Frontier orbital gap (alpha / beta): 8.01 / 8.07 eV

```
! wB97M-V def2-TZVPD RIJCOSX def2/J DEFGRID3
* xyz 0 1
C -0.86 -0.25 -0.62
C 0.29 0.56 -1.04
N 0.53 1.82 -0.34
N 1.03 0.69 0.19
C 0.61 -0.19 1.13
C -0.57 -0.78 0.62
H -1.70 -0.52 -1.25
H 0.82 0.37 -1.98
H 1.06 -0.26 2.11
H -1.20 -1.45 1.19
*
```

Number 1: E_tot -110288.063 eV. Number 2: E_tot -31455.982 eV. Number 3: E_tot -10145.154 eV. Number 4: E_tot -7187.954 eV.